No. 1
Computed, not measured: a molecular structure, C25H27As2CoN3, with wB97M-V/def2-TZVPD.

Each line ends with the natural charge from an NBO analysis.
Atoms and positions in Å:
Co  0.285  0.016  0.066  0.687
C  -3.556  -0.063  1.927  -0.212
C  -4.337  -0.590  0.913  -0.078
C  -3.737  -0.909  -0.299  -0.183
C  -2.385  -0.696  -0.461  0.141
N  -1.608  -0.184  0.536  -0.488
C  -2.204  0.124  1.700  0.054
C  -1.639  -0.993  -1.704  0.284
C  -2.127  -1.514  -2.886  -0.209
C  -1.231  -1.713  -3.933  -0.066
C  0.118  -1.401  -3.789  -0.190
C  0.539  -0.885  -2.580  0.208
N  -0.338  -0.694  -1.586  -0.556
C  1.908  -0.495  -2.176  0.159
C  3.013  -0.584  -2.996  -0.181
C  4.256  -0.202  -2.506  -0.077
C  4.347  0.263  -1.205  -0.212
C  3.196  0.331  -0.442  0.070
N  1.991  -0.038  -0.896  -0.485
H  -3.982  0.201  2.885  0.269
H  -5.397  -0.752  1.057  0.271
H  -4.326  -1.320  -1.107  0.259
H  -1.573  0.532  2.477  0.223
H  -3.172  -1.764  -3.004  0.262
H  -1.588  -2.120  -4.871  0.271
H  0.807  -1.564  -4.605  0.263
H  2.915  -0.950  -4.008  0.259
H  5.135  -0.266  -3.134  0.271
H  5.293  0.573  -0.784  0.269
H  3.235  0.707  0.570  0.209
C  -1.173  3.182  0.749  -0.939
As  0.424  2.151  1.058  1.235
C  1.855  3.307  0.449  -0.936
C  0.597  1.924  2.957  -0.297
C  0.433  2.989  3.839  -0.215
C  0.560  2.767  5.204  -0.146
C  0.843  1.493  5.686  -0.144
C  1.002  0.429  4.808  -0.186
C  0.876  0.649  3.440  -0.435
As  1.080  -0.760  2.153  1.242
C  -0.005  -2.258  2.692  -0.939
C  2.877  -1.426  2.349  -0.933
H  -2.001  2.778  1.325  0.257
H  -1.419  3.191  -0.312  0.269
H  -0.949  4.199  1.072  0.274
H  2.410  3.632  1.328  0.275
H  1.403  4.169  -0.041  0.275
H  2.518  2.816  -0.254  0.255
H  0.213  3.989  3.482  0.239
H  0.438  3.591  5.894  0.262
H  0.941  1.328  6.751  0.262
H  1.221  -0.556  5.203  0.238
H  0.411  -2.639  3.625  0.274
H  0.035  -3.045  1.940  0.269
H  -1.031  -1.938  2.845  0.254
H  2.953  -1.738  3.391  0.274
H  3.616  -0.655  2.158  0.254
H  3.043  -2.284  1.700  0.270

- frontier orbital gap (spin up / spin down) (eV) = 6.5 / 7.3
- E_HOMO (spin up / spin down) (eV) = -18.0 / -18.0
- total energy (eV) = -190113.208
- energy relative to the best compared isomer or geometry (same formula, charge and spin) (eV) = 0.2436
- total charge = +3



No. 2
Computed, not measured: 2 unconnected molecules or ions with the total composition C4H2OS2 at a distorted geometry, with wB97M-V/def2-TZVPD.

Each line ends with the natural charge from an NBO analysis.
Atoms and positions in Å:
C  -1.846  0.465  -1.139  -0.382
C  -0.790  0.657  -0.430  -0.134
C  1.251  -1.042  0.893  0.271
C  1.302  0.146  0.142  -0.149
O  0.253  -1.710  1.169  -0.386
S  2.275  1.302  -0.319  0.353
S  -2.332  0.986  0.513  0.010
H  -2.457  0.330  -2.146  0.268
H  2.344  -1.135  1.317  0.150

- frontier orbital gap (eV) = 4.5
- E_HOMO (eV) = -7.2
- total energy (eV) = -27890.813
- energy relative to the best compared isomer or geometry (same formula, charge and spin) (eV) = 5.8698



No. 3
Computed, not measured: a molecular structure, C43H45AsCoN4OS at a distorted geometry, with wB97M-V/def2-TZVPD.

Each line ends with the Mulliken charge.
Atoms and positions in Å:
Co  0.156  0.033  -0.256  -0.151
C  1.518  -2.486  -3.061  -1.700
C  0.218  -2.135  -2.348  1.541
C  -0.281  -3.173  -1.362  1.028
C  -0.626  -4.408  -1.900  -0.862
C  -1.171  -5.408  -1.120  -1.359
C  -1.411  -5.151  0.215  -0.928
C  -1.086  -3.935  0.810  1.301
C  -1.516  -3.812  2.262  -1.150
C  -0.694  -4.674  3.221  -1.394
C  -0.460  -2.944  0.018  -0.955
N  -0.043  -1.690  0.588  2.615
C  0.375  -1.636  1.833  -1.535
C  0.616  -0.376  2.405  0.486
C  1.042  0.072  3.664  -1.171
C  1.033  1.461  3.592  -1.171
C  0.612  1.798  2.292  -0.790
N  0.361  0.700  1.579  1.933
H  1.869  -1.649  -3.665  0.460
H  1.374  -3.337  -3.726  0.461
H  2.303  -2.752  -2.354  0.372
H  -0.568  -1.962  -3.088  0.049
H  0.300  -1.177  -1.827  -0.969
H  -0.480  -4.573  -2.960  0.424
H  -1.435  -6.363  -1.553  0.421
H  -1.892  -5.906  0.826  0.501
H  -2.556  -4.147  2.311  0.649
H  -1.527  -2.779  2.601  0.242
H  -0.771  -5.728  2.952  0.393
H  -1.045  -4.565  4.247  0.438
H  0.369  -4.424  3.200  0.319
H  0.539  -2.542  2.403  0.414
H  1.297  -0.543  4.512  0.599
H  1.280  2.156  4.378  0.552
H  0.484  2.784  1.868  0.579
S  0.241  2.063  -1.179  -0.206
C  -1.284  2.590  -1.735  1.263
C  -1.342  3.859  -2.352  -0.754
C  -2.538  4.329  -2.855  -0.653
C  -3.686  3.551  -2.746  -0.834
C  -3.646  2.302  -2.124  -0.509
C  -2.460  1.820  -1.613  -1.228
As  -2.289  0.134  -0.673  1.569
C  -3.695  -0.924  -1.450  0.415
C  -4.895  -1.153  -0.786  -0.313
C  -5.881  -1.918  -1.398  -0.756
C  -5.673  -2.445  -2.663  -0.507
C  -4.477  -2.211  -3.327  -0.868
C  -3.486  -1.455  -2.721  -0.278
C  -2.944  0.634  1.078  0.158
C  -3.118  -0.384  2.009  -0.346
C  -3.457  -0.080  3.318  -0.853
C  -3.618  1.244  3.702  -0.725
C  -3.451  2.259  2.773  -0.670
C  -3.116  1.957  1.459  -0.708
H  -0.435  4.445  -2.432  0.481
H  -2.581  5.295  -3.337  0.405
H  -4.623  3.918  -3.145  0.403
H  -4.551  1.713  -2.043  0.507
H  -5.070  -0.740  0.198  0.444
H  -6.814  -2.097  -0.881  0.442
H  -6.446  -3.038  -3.135  0.412
H  -4.312  -2.621  -4.315  0.453
H  -2.555  -1.279  -3.246  0.298
H  -2.999  -1.420  1.712  0.833
H  -3.594  -0.876  4.039  0.479
H  -3.874  1.484  4.726  0.407
H  -3.580  3.292  3.069  0.448
H  -2.985  2.762  0.747  0.380
C  3.325  3.985  1.348  -0.850
C  4.464  2.977  1.356  -0.825
N  5.222  2.952  0.109  0.220
C  6.059  4.116  -0.198  -0.855
C  5.516  4.942  -1.352  -1.077
C  5.353  1.880  -0.708  0.165
O  6.139  1.846  -1.641  -0.627
C  4.467  0.685  -0.478  0.163
C  5.027  -0.575  -0.327  -0.491
C  4.180  -1.656  -0.179  -1.621
C  2.813  -1.449  -0.220  -0.732
N  2.256  -0.246  -0.405  0.665
C  3.089  0.796  -0.522  -0.387
H  2.781  3.942  2.292  0.357
H  2.621  3.787  0.537  0.067
H  3.698  5.002  1.223  0.456
H  4.093  1.976  1.572  0.436
H  5.161  3.225  2.161  0.412
H  7.064  3.762  -0.432  0.437
H  6.118  4.710  0.715  0.435
H  5.469  4.340  -2.259  0.311
H  6.168  5.793  -1.550  0.396
H  4.518  5.324  -1.130  0.255
H  6.103  -0.690  -0.329  0.551
H  4.562  -2.657  -0.042  0.526
H  2.132  -2.282  -0.124  0.959
H  2.650  1.775  -0.650  0.422

- frontier orbital gap (spin up / spin down) (eV) = 6.8 / 6.1
- E_HOMO (spin up / spin down) (eV) = -10.4 / -10.4
- total energy (eV) = -162625.471
- energy relative to the best compared isomer or geometry (same formula, charge and spin) (eV) = 0.0000
- total charge = +1



No. 4
Computed, not measured: a molecular structure, C9H11NO5ReS at a distorted geometry, with wB97M-V/def2-TZVPD.

Each line ends with the natural charge from an NBO analysis.
Atoms and positions in Å:
Re  0.660  1.124  -0.992  1.409
C  0.810  1.066  3.122  -0.648
C  -0.184  1.364  2.019  0.184
C  -1.635  1.276  2.428  -0.645
O  0.073  0.407  0.872  -0.733
C  0.126  2.720  1.405  0.750
O  -0.038  3.764  1.908  -0.404
O  0.687  2.601  0.115  -0.642
H  0.639  0.073  3.541  0.241
H  0.661  1.797  3.917  0.285
H  1.840  1.140  2.771  0.240
H  -1.837  0.338  2.946  0.243
H  -2.301  1.366  1.570  0.236
H  -1.841  2.098  3.114  0.284
H  0.053  -0.506  1.191  0.548
S  2.341  -0.422  -1.174  0.462
C  1.123  -1.512  -1.715  -0.019
C  1.173  -2.845  -2.084  -0.171
C  -0.034  -3.432  -2.470  -0.087
C  -1.195  -2.674  -2.500  -0.178
C  -1.164  -1.327  -2.114  0.114
N  -0.022  -0.783  -1.719  -0.498
H  2.108  -3.389  -2.071  0.282
H  -0.060  -4.478  -2.748  0.277
H  -2.133  -3.105  -2.820  0.278
H  -2.047  -0.701  -2.131  0.253
O  0.996  1.830  -2.610  -0.132
O  1.200  2.212  -3.767  0.069

- frontier orbital gap (spin up / spin down) (eV) = 7.9 / 5.7
- E_HOMO (spin up / spin down) (eV) = -17.4 / -17.1
- expectation value of S² = 1.059
- total energy (eV) = -34182.494
- energy relative to the best compared isomer or geometry (same formula, charge and spin) (eV) = 0.6127
- multiplicity = 2
- total charge = +2